Below is a gas-phase ion, C27H35N2O7 (charge +1), with properties calculated with the ωB97M-V functional and the def2-TZVPD basis.

The geometry in XYZ format:
```
71
Properties=species:S:1:pos:R:3:forces:R:3:nbo_charge:R:1
C 0.3106 -3.2396 2.5372 -0.079 0.096 -0.075 -0.042
H 2.5046 0.1105 -3.8709 -0.053 0.071 -0.041 0.237
H -0.4825 -6.5276 2.5573 -0.023 -0.091 -0.029 0.220
O 4.5256 -0.1350 1.9406 -0.381 0.075 0.198 -0.476
H 5.9072 0.9212 2.9614 -0.039 -0.079 -0.146 0.206
H 5.8648 -1.4176 3.8691 -0.009 -0.024 0.097 0.220
O -5.5118 1.7768 0.0553 0.202 0.335 -0.184 -0.472
H 1.1294 1.8335 -2.9320 -0.063 0.007 0.075 0.236
C -4.7501 5.4934 -1.1284 0.045 0.262 -0.081 -0.255
H 2.5918 -1.6051 -3.4973 -0.020 -0.090 -0.041 0.233
H 0.3259 -2.3608 0.5971 -0.027 0.080 0.029 0.226
C 0.6563 -0.6270 -1.8948 0.612 -0.046 0.207 0.705
H 1.8527 -2.1096 -0.9258 0.497 0.276 0.091 0.478
H -3.8001 5.8929 -0.7587 -0.027 -0.029 -0.019 0.173
C 4.2553 -0.7252 0.8114 -0.614 -0.098 -0.567 0.806
H 3.5643 -1.7454 -1.0619 -0.369 0.106 0.026 0.466
N 2.6212 -1.3836 -0.8112 -0.030 -0.590 -0.141 -0.561
C 0.1803 1.7252 -2.3925 0.210 0.390 0.098 -0.139
H -5.1607 0.0289 1.1220 -0.014 0.022 -0.035 0.176
C 0.0585 -4.5199 2.0638 -0.004 0.041 0.009 -0.214
H 0.3367 3.8908 0.0348 0.069 -0.308 -0.071 0.516
C 0.3979 2.2706 -0.9691 0.194 -0.543 0.128 0.806
C -0.2841 -5.5370 2.9375 0.009 -0.088 -0.001 -0.198
C -1.6002 -0.0269 -2.4051 -0.449 -0.302 -0.093 -0.245
H -0.6205 3.5618 -3.1913 0.033 -0.072 -0.055 0.248
H 0.4087 -1.9991 4.2786 0.011 0.131 0.053 0.198
C 0.7207 -2.1425 1.5902 0.161 -0.236 0.136 -0.439
O 0.7533 1.5674 -0.0554 -0.081 0.072 0.180 -0.628
H -6.8254 0.6564 1.0581 0.069 -0.066 -0.035 0.212
H -3.8149 -0.1707 -0.8011 -0.083 -0.117 0.089 0.225
N -0.1772 0.3218 -2.2970 -0.128 0.151 -0.162 -0.395
O -4.9521 4.1645 -0.7088 0.029 -0.430 0.062 -0.484
H 6.4697 -2.0262 2.3190 0.040 -0.071 -0.032 0.220
C 0.2193 -2.9940 3.9009 -0.006 -0.010 -0.045 -0.165
H 2.6026 -1.7925 2.5635 0.075 -0.024 -0.049 0.242
C 2.7495 -0.9545 0.5998 0.324 0.106 0.833 -0.156
C 5.9106 0.0560 2.2975 0.730 -0.061 0.116 -0.079
C -4.4089 1.8886 -0.7176 -0.062 0.091 0.014 0.268
C -0.3739 -5.2838 4.2954 -0.020 -0.055 0.037 -0.208
H -1.0437 2.1138 -4.1193 0.087 0.026 -0.052 0.231
H 0.3066 -1.1878 1.9195 -0.030 0.064 -0.066 0.220
O 0.2079 3.5674 -0.8731 -0.100 0.806 -0.140 -0.659
H -5.5708 6.0631 -0.6970 0.085 0.000 -0.053 0.212
H 6.4803 0.2769 1.3906 -0.134 0.059 0.140 0.205
C -4.0985 3.2089 -1.1378 -0.080 -0.043 0.067 0.353
H -1.7589 -0.9487 -1.8436 0.011 0.133 -0.140 0.252
C -3.5940 0.8391 -1.1063 -0.187 0.083 0.085 -0.277
C -2.4838 1.0764 -1.9101 0.172 0.334 -0.078 -0.087
H 2.6845 -3.0042 1.2866 0.087 -0.043 0.022 0.217
H -4.7834 5.5798 -2.2188 0.011 -0.017 0.035 0.180
H -0.1961 -3.8060 5.8333 -0.012 0.015 0.096 0.219
C 2.8419 -0.6110 -3.1321 -0.008 -0.022 0.106 -0.626
H 2.1860 -0.0326 0.7686 0.092 -0.080 -0.157 0.272
H -0.6420 -6.0761 4.9772 -0.030 -0.072 0.062 0.222
H 3.9229 -0.5248 -3.0441 0.082 0.018 0.002 0.237
H 2.4193 0.6333 -1.4027 -0.020 -0.171 0.051 0.243
C -5.9158 0.4972 0.4824 -0.072 -0.256 0.087 -0.254
C 2.1781 -0.3571 -1.7825 -0.169 0.276 -0.469 -0.130
C -2.9784 3.4297 -1.9212 -0.221 0.063 0.083 -0.337
O 0.3190 -1.7823 -1.6429 -0.255 -0.183 -0.167 -0.655
C 6.4639 -1.1747 2.9952 -0.308 0.197 -0.203 -0.637
H -2.7175 4.4248 -2.2424 -0.013 0.170 0.006 0.225
O 5.0377 -1.0980 -0.0333 0.397 0.012 0.085 -0.622
C -2.1786 2.3637 -2.3136 -0.017 -0.333 0.012 0.042
C 2.2505 -2.0393 1.5607 -0.218 0.208 -0.137 -0.392
C -0.1232 -4.0095 4.7757 0.018 0.004 0.085 -0.215
H 7.4829 -0.9768 3.3126 0.119 0.005 0.042 0.236
H -1.8141 -0.2289 -3.4624 0.009 -0.083 0.100 0.215
H 0.1198 -4.7208 1.0033 -0.002 -0.015 -0.133 0.207
H -6.1348 -0.1588 -0.3658 0.021 0.028 0.020 0.179
C -0.9173 2.5176 -3.1116 -0.047 -0.062 0.032 -0.442
```
Forces are in eV/Å.

Results
**Energy relative to the best compared isomer or geometry (same formula, charge and spin)**: 0.159 eV
**DFT total energy**: -1685.88715 a.u.
**Kohn-Sham gap**: 8.20 eV
**Total charge**: +1

Below is a gas-phase ion, C27H35N4O3 (charge +1), with properties calculated with the ωB97M-V functional and the def2-TZVPD basis.

The geometry in XYZ format:
```
69
Properties=species:S:1:pos:R:3:forces:R:3:nbo_charge:R:1
C 4.9971 1.6127 -5.0397 -0.147 -0.161 0.415 -0.624
H 4.5512 1.8850 -5.9913 -0.033 0.029 -0.101 0.225
H -0.7718 -2.2717 -1.7885 -0.096 0.061 0.046 0.228
C -4.2979 0.0725 -1.5220 0.025 -0.321 -0.152 -0.069
H 3.1834 1.9628 -3.9001 0.089 -0.146 -0.014 0.188
H -5.7824 -1.0977 -2.5701 -0.009 -0.071 -0.001 0.213
H 0.7644 -2.1210 0.2135 0.016 0.033 -0.081 0.262
C 0.7463 -2.0100 4.2941 0.198 0.018 0.075 -0.407
H -0.5644 1.7128 6.7911 -0.029 0.042 0.093 0.225
N 0.6574 -0.3339 2.1032 0.074 0.174 0.512 -0.452
H -2.4557 2.0061 -1.3378 0.000 0.000 -0.079 0.179
H 0.5143 -2.5729 5.1987 -0.044 -0.013 -0.056 0.230
C 4.6778 -1.1845 1.2859 -0.059 0.128 -0.131 -0.226
C 3.7181 0.4452 -1.8467 0.100 -0.067 -0.049 0.910
C -0.3222 1.3023 5.8231 -0.002 -0.004 0.055 -0.188
C -6.1337 1.0428 -2.7639 0.025 0.094 -0.019 -0.406
O 2.5113 0.3692 -1.9331 -0.222 0.040 -0.146 -0.680
H 2.0857 0.6903 0.2601 -0.057 0.002 -0.030 0.238
C 4.0996 -1.7023 2.4255 -0.136 0.126 -0.044 -0.161
C 2.6386 -0.0350 0.8308 0.086 -0.002 0.109 -0.239
C -0.0543 1.5858 3.4571 0.053 -0.062 -0.001 -0.200
C -0.3707 2.1091 4.6993 0.014 0.044 -0.056 -0.207
H -2.1617 2.0874 -3.0936 0.105 -0.023 0.073 0.231
C 3.9330 -0.3480 0.4574 -0.409 -0.164 0.271 0.159
C 0.1577 -1.2716 -0.1034 -0.257 0.114 -0.176 -0.541
H -6.9451 1.5938 -2.2947 -0.039 0.005 -0.043 0.223
H 2.5116 -3.1954 3.9833 0.040 0.041 0.040 0.227
H -4.8744 2.6796 -2.0576 0.016 -0.005 -0.025 0.170
H -6.4523 0.7574 -3.7636 -0.041 0.018 -0.003 0.221
H -3.7248 -1.8168 -0.6377 0.163 0.001 0.019 0.227
H -0.5320 0.5610 -1.9683 -0.004 -0.103 0.074 0.236
H 3.3754 0.2897 -4.4654 0.051 0.142 0.080 0.186
N -3.8032 0.9306 -2.5790 0.027 -0.123 0.105 -0.438
C 0.3011 0.2528 3.3598 -0.252 0.185 0.421 0.188
N 4.4555 0.1566 -0.7332 0.535 0.109 -0.109 -0.613
H -0.6501 3.1472 4.7876 -0.027 0.099 0.011 0.224
H -2.0155 -0.1778 -0.1768 0.000 -0.244 -0.494 0.485
H -1.5946 -2.5232 -0.2358 -0.061 0.099 -0.121 0.224
H 0.7821 -0.6754 -0.7720 0.051 -0.070 0.077 0.283
C -1.0713 -1.7897 -0.8547 0.409 -0.395 0.266 -0.208
O -1.3777 0.0303 1.2177 -0.051 0.043 0.144 -0.660
C 0.0341 -0.0313 5.7123 0.010 0.041 -0.036 -0.193
C -1.5471 0.2326 -2.1904 0.164 0.683 -0.383 -0.232
H 0.0644 -0.6577 6.5912 0.000 -0.080 0.097 0.219
H 5.5236 2.4725 -4.6352 0.060 0.101 -0.020 0.219
H 2.7909 -1.7008 4.8651 -0.012 -0.069 0.013 0.227
H 0.1825 -2.4535 3.4687 -0.030 -0.053 0.062 0.207
C -4.8571 1.8928 -2.8287 -0.130 0.198 -0.081 -0.216
N -2.0174 -0.6888 -1.1358 -0.075 0.211 0.510 -0.405
C -2.4874 1.4325 -2.2838 0.045 -0.153 -0.083 -0.230
C 0.3447 -0.5763 4.4761 -0.106 -0.042 -0.208 -0.041
H 5.4581 0.1435 -0.8576 -0.141 0.048 -0.019 0.421
H -4.2870 0.5919 -0.5426 0.029 -0.002 -0.056 0.176
H 5.7117 0.8103 -5.1992 0.081 -0.054 -0.075 0.218
H -6.3911 -0.3578 -1.0883 -0.008 -0.074 0.026 0.225
H -1.5504 -0.3036 -3.1427 0.034 -0.051 0.108 0.222
C 2.0319 -0.6497 1.9199 0.727 -0.029 -0.366 0.143
C 2.7626 -1.4792 2.7652 -0.046 -0.058 -0.057 -0.039
H 5.7017 -1.4205 1.0411 0.140 -0.061 -0.044 0.224
H 4.6918 -2.3321 3.0722 0.073 -0.088 0.072 0.223
H -0.0839 2.2032 2.5727 -0.010 0.053 -0.095 0.220
H -3.3902 -1.6818 -2.3851 0.060 0.005 0.055 0.221
H -4.7107 2.3618 -3.8014 -0.014 0.088 0.040 0.213
C 3.9115 1.1647 -4.0814 -0.332 0.112 -0.452 -0.065
C -3.3887 -1.1480 -1.4315 -0.785 0.043 0.032 -0.209
O 4.5297 0.8144 -2.8373 0.306 0.005 0.157 -0.508
C -5.7418 -0.2057 -1.9470 0.126 -0.009 0.125 -0.402
C -0.2403 -0.4546 1.1249 -0.096 -0.303 -0.392 0.715
C 2.2480 -2.1349 4.0194 -0.171 -0.137 0.115 -0.415
```
Forces are in eV/Å.

Results
**Energy relative to the best compared isomer or geometry (same formula, charge and spin)**: 0.000 eV
**DFT total energy**: -1494.47461 a.u.
**Kohn-Sham gap**: 9.20 eV
**Total charge**: +1